No. 1
{"formula": "C28H42BrN3P2V", "method": "the ωB97M-V functional and the def2-TZVPD basis", "spin_multiplicity": 4, "homo_energy_ev": [-13.74, -13.95], "orbital_gap_ev": [7.57, 7.31], "s2": 3.792, "mol_weight_g_mol": 613.5, "charge": 2, "e_tot_ha": -5456.383714, "lumo_energy_ev": [-6.176, -6.634], "species": ["C", "C", "C", "C", "N", "C", "C", "C", "C", "C", "C", "C", "C", "C", "V", "P", "H", "H", "H", "H", "H", "H", "H", "H", "C", "C", "H", "H", "H", "H", "H", "C", "C", "H", "H", "H", "H", "H", "C", "C", "H", "H", "H", "H", "H", "Br", "P", "C", "C", "H", "H", "H", "H", "H", "C", "C", "H", "H", "H", "H", "H", "C", "C", "H", "H", "H", "H", "H", "N", "C", "C", "C", "N", "H", "H", "H", "H"], "xyz": [[2.837520, 4.587441, -1.223770], [1.665685, 4.104341, -1.866450], [1.842090, 3.733352, -3.215505], [2.866544, 4.364629, -3.946849], [3.789461, 5.161958, -3.396515], [3.819078, 5.160531, -2.058944], [0.463047, 3.549768, -1.163533], [-0.150914, 2.709129, -0.397252], [-1.389697, 2.257865, 0.260610], [-1.776012, 0.941465, 0.815566], [-3.139506, 0.487838, 1.121775], [-4.085479, 1.421013, 0.738658], [-3.772878, 2.755530, 0.436675], [-2.421740, 3.212282, 0.283247], [-0.744745, -0.867638, 0.736766], [1.339197, -0.542924, -0.450860], [1.129276, 3.149776, -3.796112], [2.993331, 4.693925, -0.148885], [2.846985, 4.405244, -5.033729], [4.584629, 5.836258, -1.687677], [-2.156945, 4.290655, 0.153217], [-1.166451, 0.541317, 1.810550], [-4.643441, 3.436093, 0.373028], [-3.415291, -0.478806, 1.631336], [2.028041, -2.251203, -0.273452], [3.343922, -2.584139, -0.970269], [1.244147, -2.940223, -0.627576], [2.120762, -2.403602, 0.813658], [3.617814, -3.624733, -0.751000], [3.298814, -2.492983, -2.058271], [4.177881, -1.953170, -0.654555], [1.664426, -0.123990, -2.216035], [3.054437, 0.356196, -2.593914], [0.910476, 0.634190, -2.466665], [1.418341, -1.020817, -2.797110], [3.139154, 0.455070, -3.681763], [3.278066, 1.333868, -2.168076], [3.844041, -0.314685, -2.254126], [2.396962, 0.587921, 0.522563], [3.886434, 0.260611, 0.587940], [1.985267, 0.591629, 1.545338], [2.212595, 1.591093, 0.115237], [4.405590, 0.999453, 1.212553], [4.066675, -0.721126, 1.031053], [4.372403, 0.250410, -0.391259], [-5.863596, 0.530987, 0.594657], [-1.817875, -1.774304, -1.659162], [-0.669215, -2.630707, -2.847637], [-1.174291, -3.985310, -3.426213], [0.274114, -2.821018, -2.294082], [-0.437847, -1.938599, -3.684619], [-0.361855, -4.473323, -4.021464], [-1.510277, -4.662635, -2.606404], [-2.070470, -3.811414, -4.065497], [-2.826448, -2.994045, -0.795668], [-4.198504, -3.349192, -1.379935], [-3.002098, -2.572040, 0.212755], [-2.238494, -3.916215, -0.659390], [-4.759280, -4.017397, -0.699068], [-4.811546, -2.462703, -1.580038], [-4.115281, -3.833526, -2.359757], [-2.778030, -0.623209, -2.680603], [-3.245474, -1.130555, -4.057548], [-2.130475, 0.251768, -2.842012], [-3.644115, -0.267673, -2.104812], [-3.857574, -0.371691, -4.584198], [-2.409600, -1.403077, -4.718101], [-3.812294, -2.071312, -3.978820], [-0.158831, -2.326059, 3.101480], [-0.077944, -2.329146, 4.444281], [-0.317104, -1.032376, 4.874310], [-0.555164, -0.232036, 3.749356], [-0.354722, -1.032489, 2.653957], [-0.029752, -3.093498, 2.427524], [0.085058, -3.238611, 4.999657], [-0.361081, -0.713360, 5.882358], [-0.796628, 0.827357, 3.702272]], "forces_ev_per_angstrom": [[-0.3, 1.1, -0.6], [0.4, -2.4, 0.4], [-0.1, 1.4, -0.7], [-0.2, 0.5, 0.3], [-0.6, -0.9, 0.4], [-0.4, 0.5, -0.3], [-0.3, -3.8, 3.3], [1.2, 3.3, -2.5], [-1.0, -0.3, 0.4], [-0.1, 0.1, 2.5], [2.1, 2.0, -0.7], [-1.3, -1.3, -0.3], [-0.1, 0.3, 0.3], [-1.1, -0.4, -0.1], [-0.3, -1.0, -3.3], [1.1, 0.0, -0.2], [-0.2, 0.2, 0.4], [-0.6, 0.0, -0.3], [0.0, -0.6, 0.1], [0.1, -0.5, 0.6], [-0.6, -1.1, -0.2], [-0.4, 1.3, -2.5], [0.8, -0.2, -0.2], [0.5, 1.1, -0.6], [-0.1, 0.2, 0.3], [0.5, -0.4, -0.2], [0.2, 0.1, 0.2], [0.1, -0.1, -0.1], [-0.1, 0.2, -0.1], [-0.3, 0.0, 0.1], [-0.3, -0.2, 0.1], [-0.8, -0.1, -0.1], [0.5, 0.3, 0.0], [0.1, -0.1, -0.1], [0.0, 0.2, 0.2], [-0.1, -0.1, 0.2], [-0.1, 0.1, 0.0], [-0.2, 0.0, -0.2], [0.1, 0.0, 0.3], [0.4, 0.1, 0.1], [0.1, 0.0, -0.2], [0.1, -0.2, 0.1], [-0.1, -0.2, -0.2], [-0.1, 0.1, 0.1], [-0.1, 0.2, 0.3], [1.0, 1.4, 0.1], [1.7, 0.6, 0.4], [0.0, -0.7, -0.1], [-0.4, 0.1, 0.0], [-0.5, 0.2, -0.5], [-0.1, -0.2, 0.6], [-0.8, 0.3, 0.5], [0.4, 0.3, -0.6], [0.8, -0.2, 0.3], [-1.1, -0.6, 0.2], [-0.4, -0.2, -0.3], [0.1, -0.2, -0.2], [0.0, 0.3, 0.0], [0.3, 0.3, -0.4], [0.1, 0.0, 0.3], [0.1, -0.2, 0.3], [-0.5, 0.3, -0.6], [-0.1, -0.5, -0.3], [-0.1, -0.2, 0.2], [0.2, -0.1, 0.0], [0.3, -0.4, 0.4], [-0.1, 0.4, 0.2], [-0.1, 0.5, 0.1], [0.4, 1.2, 0.2], [-0.4, 0.3, -0.3], [-0.3, 0.0, -0.3], [1.3, -2.5, 0.0], [-0.6, -0.5, 1.4], [0.0, 0.6, 0.8], [0.1, 0.0, 0.0], [0.0, 0.2, 0.7], [0.2, -0.3, -0.2]], "lowdin_charge": [-0.009, -0.219, -0.043, -0.119, 0.077, -0.123, 0.113, 0.039, -0.196, -0.229, -0.167, -0.597, -0.031, 0.011, 0.545, 0.903, 0.114, 0.117, 0.117, 0.117, 0.150, 0.091, 0.133, 0.120, -0.391, -0.123, 0.053, 0.077, 0.092, 0.078, 0.058, -0.361, -0.124, 0.068, 0.058, 0.095, 0.067, 0.054, -0.372, -0.128, 0.074, 0.061, 0.091, 0.070, 0.057, 0.711, 0.927, -0.388, -0.120, 0.034, 0.086, 0.095, 0.069, 0.072, -0.426, -0.124, 0.049, 0.085, 0.093, 0.069, 0.071, -0.386, -0.127, 0.081, 0.076, 0.094, 0.069, 0.065, 0.029, -0.024, -0.011, -0.051, -0.161, 0.178, 0.143, 0.111, 0.140]}

***

No. 2
{"formula": "C9H12N4OS", "method": "the ωB97M-V functional and the def2-TZVPD basis", "spin_multiplicity": 3, "homo_energy_ev": [-6.87, -8.55], "orbital_gap_ev": [7.70, 6.40], "de_lowest_kcal_mol": 41.19, "s2": 2.018, "mol_weight_g_mol": 224.3, "charge": 0, "e_tot_ha": -1042.319980, "lumo_energy_ev": [0.835, -2.145], "species": ["C", "C", "C", "C", "C", "C", "C", "C", "C", "N", "N", "N", "N", "O", "S", "H", "H", "H", "H", "H", "H", "H", "H", "H", "H", "H", "H"], "xyz": [[-1.307449, 1.579795, 1.533071], [-1.687469, 0.563121, 0.654361], [0.976958, 1.123810, 0.806283], [0.065338, 1.875072, 1.570211], [0.569753, 0.102575, -0.079985], [-0.796691, -0.220357, -0.106581], [1.464728, -2.617330, -0.043028], [0.511764, 3.009597, 2.443312], [-1.537426, -0.605059, -2.701095], [1.449555, -0.492523, -1.052609], [2.473328, -2.258347, -2.041980], [1.738696, -1.717394, -1.166204], [0.446139, -2.411375, 0.648281], [-3.001668, -1.641483, -0.813982], [-1.567747, -1.493066, -1.089980], [-1.894463, 2.211208, 2.188860], [-2.780119, 0.417499, 0.669007], [2.075398, 1.239292, 0.719793], [2.333749, -3.260930, 0.050284], [-0.228165, 3.445388, 3.090400], [0.869169, 4.015811, 1.908800], [1.266137, 2.668645, 2.990589], [-2.211975, -1.106199, -3.266401], [-1.732503, 0.558892, -2.629757], [-0.593255, -0.616371, -3.169539], [2.727250, -1.484151, -2.649821], [0.370971, -2.886121, 1.537712]], "forces_ev_per_angstrom": [[2.5, -0.3, -0.9], [-1.2, 0.0, 0.7], [0.8, -0.5, -1.4], [-0.2, 0.2, -0.2], [-0.7, -1.1, -0.4], [-1.7, 2.0, 0.9], [0.8, 1.1, -1.1], [-1.4, 3.4, -3.1], [1.1, 4.0, 2.5], [-0.3, 6.9, -0.1], [3.0, -0.4, -4.0], [-3.9, -5.4, 6.8], [0.0, -0.2, 0.8], [-0.7, 0.4, 0.8], [1.1, -0.3, -1.9], [-0.7, -0.4, -0.4], [0.6, -0.7, -0.6], [-0.7, 0.7, 0.7], [-0.2, -0.6, 0.2], [-0.7, -0.5, 0.4], [-0.4, -2.4, 0.5], [3.4, -1.0, 2.6], [-2.2, -1.3, -1.8], [-0.2, -2.4, 0.2], [1.4, -0.5, -0.4], [0.3, 0.0, -0.6], [0.2, -0.5, -0.1]], "lowdin_charge": [-0.027, -0.062, 0.023, -0.262, -0.256, -0.363, -0.189, -0.058, -0.215, 0.150, 0.158, -0.332, 0.090, -0.510, 0.892, 0.112, 0.115, 0.127, 0.116, 0.065, 0.135, 0.020, -0.004, 0.113, 0.015, 0.064, 0.081]}

***

No. 3
{"formula": "C25H32N4O3", "method": "the ωB97M-V functional and the def2-TZVPD basis", "smiles": "COc1ccc(C(=O)Nc2ccnn2C2CCN(CC[C@H](C)c3ccc(C)o3)CC2)cc1", "homo_energy_ev": -8.16, "orbital_gap_ev": 8.76, "de_lowest_kcal_mol": 71.18, "mol_weight_g_mol": 436.6, "charge": 0, "e_tot_ha": -1416.588425, "lumo_energy_ev": 0.601, "species": ["C", "O", "C", "C", "C", "C", "C", "O", "N", "C", "C", "C", "N", "N", "C", "C", "C", "N", "C", "C", "C", "C", "C", "C", "C", "C", "C", "O", "C", "C", "C", "C", "H", "H", "H", "H", "H", "H", "H", "H", "H", "H", "H", "H", "H", "H", "H", "H", "H", "H", "H", "H", "H", "H", "H", "H", "H", "H", "H", "H", "H", "H", "H", "H"], "xyz": [[2.527559, -0.209584, -4.607678], [2.914685, 1.063193, -4.145118], [2.612181, 1.411177, -2.869458], [1.921078, 0.602958, -1.972461], [1.657467, 1.049361, -0.690326], [2.073257, 2.309228, -0.273527], [1.839701, 2.859623, 1.089364], [2.556008, 3.701192, 1.588147], [0.731937, 2.345272, 1.712918], [0.283669, 2.694281, 2.975923], [0.790969, 3.596095, 3.891113], [-0.085914, 3.514697, 4.978119], [-1.046596, 2.642305, 4.755788], [-0.825071, 2.139197, 3.534363], [-1.734526, 1.135186, 3.035935], [-1.041204, -0.208295, 2.786669], [-2.043605, -1.213953, 2.228465], [-2.623960, -0.692527, 1.006188], [-3.304305, -1.700010, 0.212823], [-2.295051, -2.538828, -0.576794], [-1.370093, -1.646777, -1.426829], [-2.005338, -1.278275, -2.763297], [-0.043424, -2.307011, -1.618209], [0.542017, -2.942123, -2.671314], [1.828316, -3.350119, -2.228500], [1.939516, -2.939639, -0.935519], [3.044968, -3.051680, 0.051577], [0.803891, -2.306474, -0.558845], [-3.417728, 0.483214, 1.299413], [-2.496137, 1.598679, 1.789037], [2.784528, 3.106230, -1.173337], [3.045845, 2.672759, -2.451527], [2.978719, -1.009402, -4.012261], [1.439175, -0.326608, -4.601085], [2.890340, -0.272479, -5.632191], [1.587671, -0.379017, -2.262856], [1.153976, 0.368324, -0.017992], [0.164627, 1.691437, 1.196644], [1.658956, 4.207393, 3.772950], [-0.050643, 4.055111, 5.902805], [-2.458020, 1.003053, 3.849590], [-0.225924, -0.103897, 2.070853], [-0.620293, -0.579583, 3.722302], [-1.525677, -2.147321, 2.006263], [-2.822112, -1.423847, 2.984927], [-3.929626, -2.363164, 0.833501], [-3.963664, -1.186273, -0.490140], [-1.686795, -3.121303, 0.116232], [-2.830810, -3.241412, -1.216577], [-1.202398, -0.734370, -0.843143], [-2.204036, -2.170089, -3.352730], [-1.346635, -0.625942, -3.331929], [-2.944608, -0.756887, -2.600935], [0.125621, -3.102472, -3.644373], [2.564327, -3.878611, -2.799668], [3.409060, -2.062337, 0.329025], [2.699109, -3.548580, 0.957099], [3.862584, -3.622432, -0.377839], [-3.921537, 0.807421, 0.385747], [-4.189838, 0.278942, 2.063314], [-1.809502, 1.854641, 0.980985], [-3.080007, 2.488526, 2.028917], [3.123907, 4.074691, -0.839171], [3.589409, 3.287139, -3.151371]], "forces_ev_per_angstrom": [[-0.1, -0.3, -0.1], [0.1, 0.4, 0.2], [0.0, 0.1, 0.2], [0.0, -0.2, -0.4], [0.1, 0.3, 0.2], [0.2, -0.1, -0.3], [0.0, -0.1, 0.0], [0.0, 0.1, 0.1], [-0.3, -0.4, -0.1], [0.2, 0.4, 0.5], [0.1, 0.0, -0.2], [-0.1, -0.2, -0.3], [-0.5, 0.0, 0.7], [0.4, 0.2, -0.2], [-0.2, -0.3, -0.3], [-0.3, 0.0, 0.2], [0.3, 0.1, 0.0], [-0.2, 0.0, 0.1], [0.1, -0.2, -0.1], [0.0, 0.3, 0.1], [0.1, -0.3, 0.1], [0.2, 0.0, 0.2], [-0.4, 0.0, -0.8], [-0.4, 0.3, 0.4], [0.2, 0.1, 0.6], [0.6, -0.5, -0.6], [-0.3, 0.2, 0.0], [-0.1, 0.1, 0.3], [0.1, 0.3, -0.1], [-0.2, -0.1, 0.2], [-0.1, -0.1, 0.1], [0.0, -0.2, -0.2], [0.0, 0.0, 0.0], [0.0, 0.0, 0.0], [0.0, 0.0, 0.1], [0.0, -0.2, -0.1], [-0.1, -0.1, 0.1], [0.2, 0.2, 0.0], [0.1, 0.1, -0.1], [0.0, 0.1, 0.2], [0.1, 0.0, -0.1], [0.1, 0.0, 0.0], [0.1, 0.0, 0.0], [0.0, 0.0, 0.1], [0.0, 0.0, -0.1], [0.0, 0.1, -0.1], [-0.1, 0.0, 0.0], [0.0, -0.1, 0.0], [0.0, -0.1, 0.0], [0.0, -0.1, -0.1], [-0.1, -0.1, -0.1], [0.0, 0.1, -0.1], [-0.1, 0.0, 0.0], [-0.2, 0.0, -0.2], [0.2, -0.1, 0.0], [0.1, 0.0, 0.0], [0.1, -0.1, 0.1], [0.0, 0.0, 0.0], [0.0, 0.0, 0.1], [0.0, 0.0, -0.1], [0.0, 0.0, -0.1], [0.1, 0.1, 0.0], [0.0, 0.1, 0.0], [0.1, 0.1, -0.1]], "lowdin_charge": [-0.076, -0.072, -0.263, 0.004, -0.015, -0.137, -0.413, 0.090, 0.168, -0.224, -0.004, -0.154, 0.066, -0.077, -0.264, -0.103, -0.177, -0.187, -0.189, -0.129, -0.302, -0.044, -0.276, -0.025, -0.032, -0.332, -0.005, 0.063, -0.185, -0.108, -0.006, 0.013, 0.092, 0.092, 0.095, 0.081, 0.099, 0.095, 0.089, 0.096, 0.151, 0.100, 0.127, 0.118, 0.131, 0.126, 0.113, 0.106, 0.122, 0.131, 0.082, 0.078, 0.076, 0.109, 0.108, 0.083, 0.084, 0.084, 0.122, 0.130, 0.109, 0.125, 0.121, 0.120]}